1.
Molecular formula: C42H81N3O24
Method: DFT, the ωB97M-V functional and the def2-TZVPD basis

```
150
Properties=species:S:1:pos:R:3:forces:R:3
C -4.215791 6.488505 -0.578796 -2.260 1.126 0.987
O -3.256134 6.225328 -1.233122 1.985 -0.914 -1.142
N -5.223245 5.667797 -0.208867 0.965 -0.683 -0.778
C -6.177247 6.098873 0.788394 -0.640 0.468 0.124
C -4.987085 4.243614 -0.473059 -1.795 0.201 2.096
H -4.407196 7.518689 -0.268847 -0.057 0.454 0.271
H -6.155721 7.196163 0.747606 -0.739 -0.172 -0.318
H -5.851412 5.938432 1.802599 0.303 -0.789 0.419
H -7.216688 5.649261 0.698044 1.330 0.691 -0.357
H -4.681213 3.826862 0.503987 -0.085 -0.350 -0.791
H -5.927458 3.816432 -0.810741 -0.272 -0.254 0.253
H -4.316688 4.050761 -1.253029 1.305 0.236 -0.909
C -3.670140 3.464980 3.404281 0.219 0.368 0.521
O -4.398245 3.987446 2.578414 0.187 0.165 -0.443
N -2.358686 3.704302 3.597067 -0.166 -1.157 0.494
C -1.595501 3.152833 4.729171 -0.738 1.463 -0.552
C -1.630779 4.463078 2.639059 0.441 1.184 0.592
H -4.097515 2.787440 4.123268 -0.124 -0.640 0.668
H -0.753928 2.506243 4.497604 -0.040 0.102 -0.361
H -2.293592 2.688542 5.358523 -0.923 -1.291 0.779
H -1.325704 4.014724 5.335039 0.786 0.091 -0.040
H -0.995641 3.781211 2.108181 0.335 -0.074 -0.777
H -2.381422 4.985076 2.030398 0.620 0.008 -0.092
H -0.957738 5.153436 3.210606 -0.596 -0.147 -0.695
C -2.407293 -2.333375 -1.435532 0.048 -0.922 0.211
O -2.371891 -1.650969 -0.440459 -0.861 1.022 0.852
N -3.459921 -2.961332 -1.972319 1.226 1.009 -0.506
C -3.305504 -3.786279 -3.110686 0.216 -0.417 -1.357
C -4.748476 -2.743102 -1.472722 -1.831 0.074 0.682
H -1.478606 -2.602122 -1.885141 1.029 -0.330 -1.004
H -3.623323 -3.346104 -4.071863 -0.228 0.156 0.446
H -3.883337 -4.677178 -2.940579 -0.236 -0.578 -0.124
H -2.273386 -4.074616 -3.281095 0.246 -0.025 0.282
H -5.428935 -2.156347 -2.137318 0.662 -0.353 0.245
H -5.199661 -3.727750 -1.275616 -0.146 0.369 0.065
H -4.608221 -2.225821 -0.528364 -0.401 0.036 0.082
C 4.627045 2.616997 1.485341 1.483 -1.021 -1.535
C 3.504520 2.772883 0.459523 0.535 -0.701 0.315
O 3.046458 1.417256 0.376485 -0.261 -1.132 -0.273
C 3.617137 0.616500 1.301137 -0.889 -0.760 -0.688
O 3.385823 -0.559638 1.474043 -0.138 1.010 -0.545
O 4.472530 1.291191 2.014959 0.405 0.944 1.417
H 4.723114 3.325642 2.256417 -0.261 0.774 1.027
H 5.600556 2.524642 0.957523 -0.511 0.569 0.181
H 3.959221 3.057674 -0.481974 -0.370 0.093 -0.236
H 2.648504 3.381035 0.703269 -0.034 0.305 0.223
C 0.736716 -0.109899 -1.021590 -0.978 -0.856 -0.185
C 0.460507 -0.989271 0.249333 -0.707 1.812 -0.812
O 0.205542 0.107021 1.175818 0.067 -2.097 1.602
C 0.329565 1.284304 0.656842 1.085 1.991 0.630
O 0.361103 2.301590 1.317772 -0.547 -0.247 -0.338
O 0.522472 1.260089 -0.647344 -0.124 -0.635 -0.496
H 0.019866 -0.353566 -1.789062 -0.151 -0.046 -0.374
H 1.729714 -0.198906 -1.409125 0.593 -0.177 -0.035
H 1.355533 -1.541936 0.494325 0.054 -0.028 0.536
H -0.497050 -1.558989 0.249601 1.099 0.282 -0.398
C -0.408738 5.374511 -1.021344 -0.900 -1.387 0.593
C -0.356999 6.799568 -0.498940 -0.828 0.870 -0.470
O 1.030004 7.085161 -0.329602 0.318 -0.652 0.024
C 1.758519 5.967238 -0.608772 -1.068 0.098 0.525
O 2.910970 5.853051 -0.346742 0.431 -0.097 -0.362
O 0.965821 4.995345 -1.124031 0.638 0.404 -0.036
H -0.924486 5.313971 -1.979916 0.378 0.025 -0.061
H -0.906863 4.600660 -0.366777 0.498 1.049 -0.375
H -0.910665 7.001889 0.425324 0.329 -0.331 -0.054
H -0.768364 7.482568 -1.254564 0.193 -0.118 0.232
O 5.675342 0.198240 -0.865863 0.120 0.472 -0.523
C 5.860426 -0.986306 -0.829218 -0.893 -1.506 -0.303
O 6.232040 -1.642745 0.268383 0.959 0.841 1.243
C 6.789649 -0.751583 1.279476 0.898 -1.084 -0.058
C 7.708993 -1.570216 2.169475 -0.880 -1.852 -1.709
C 5.593686 -2.083277 -1.850319 -0.408 1.741 -0.764
H 6.048801 -0.185899 1.758523 -1.302 0.066 0.963
H 7.335443 -0.004690 0.768687 0.910 0.731 -0.739
H 8.102138 -1.019506 2.997170 0.441 0.312 0.314
H 8.464293 -2.032044 1.476518 -0.150 0.696 0.963
H 7.137316 -2.452921 2.519271 0.228 0.547 0.247
H 5.258808 -1.676886 -2.836454 0.346 -0.490 0.876
H 4.833257 -2.672359 -1.378729 -0.753 -0.371 -0.064
H 6.456311 -2.716657 -1.895366 0.567 -0.206 -0.376
O 0.602659 -0.487233 -4.409160 -0.464 1.734 0.720
C 0.134564 0.626671 -4.166660 1.790 -1.273 -1.131
O 0.900051 1.755220 -4.041941 -1.325 -1.169 0.677
C 2.294874 1.595505 -3.830244 1.414 -0.116 -1.556
C 3.003369 1.649460 -5.205611 0.804 -1.060 -0.422
C -1.306098 0.904739 -4.106193 -0.152 1.344 1.492
H 2.572050 0.670431 -3.311589 -0.440 0.208 0.009
H 2.606024 2.466866 -3.268056 -0.085 0.029 0.351
H 4.115080 1.779564 -5.169429 -0.861 -0.161 0.465
H 2.645588 2.496494 -5.764853 -0.314 0.405 -0.200
H 2.836946 0.735174 -5.844290 -0.082 0.803 0.850
H -1.892249 0.210383 -3.573964 -0.052 -1.288 1.372
H -1.803275 0.787369 -5.009327 -0.365 0.349 -2.316
H -1.537322 1.862035 -3.645608 0.108 0.178 -0.304
O 3.974676 -5.385638 4.465892 1.501 0.603 0.112
C 5.057126 -4.848463 4.270367 -1.679 -0.340 -1.059
O 5.223140 -3.892730 3.308728 0.278 -0.590 0.638
C 4.011308 -3.378168 2.678002 0.411 -1.844 1.100
C 3.739382 -4.043412 1.353401 1.036 -0.804 0.536
C 6.350757 -5.145531 4.964215 0.133 0.836 0.692
H 4.210516 -2.366918 2.558103 0.283 1.813 -0.340
H 3.276755 -3.518149 3.462839 -0.711 0.049 -0.425
H 3.398384 -5.083955 1.479922 0.061 0.360 -0.005
H 4.713666 -4.068110 0.795689 -1.089 0.242 0.123
H 2.969318 -3.457660 0.888474 -0.179 0.216 -0.754
H 6.169452 -5.371463 6.041134 0.138 -0.253 -1.001
H 6.913421 -4.202906 4.921981 0.154 -0.394 0.039
H 6.922069 -5.912533 4.424816 -0.284 0.071 0.354
O -4.059210 1.062773 -1.786227 0.171 -0.359 -0.173
C -3.914075 1.165633 -0.590940 -0.815 0.747 -0.556
O -4.968444 1.132300 0.236819 -0.554 -0.841 1.387
C -6.328733 0.795444 -0.200535 0.987 0.429 -1.294
C -7.352577 1.093496 0.828111 -1.094 0.342 1.057
C -2.566169 1.435129 0.051243 -1.364 0.313 -0.210
H -6.452399 -0.218203 -0.571829 0.685 -0.394 0.227
H -6.542523 1.395065 -1.072149 0.159 0.413 -0.346
H -7.502908 0.306839 1.595434 0.269 0.371 -0.445
H -8.321436 1.220699 0.287224 0.609 -0.152 0.480
H -7.147845 2.040250 1.350920 -0.005 -0.256 -0.196
H -1.972637 1.745305 -0.793497 0.604 -0.126 0.020
H -2.283364 0.490064 0.472902 0.582 -0.410 0.167
H -2.543924 2.204628 0.828243 -0.365 -0.125 -0.125
O -3.883229 -3.592290 1.395993 0.225 -0.079 0.750
C -3.692870 -2.883247 2.359962 0.948 0.211 -0.608
O -2.547002 -2.861643 3.093055 -0.861 0.720 -0.762
C -1.423489 -3.463741 2.436971 0.717 0.078 2.395
C -1.320926 -4.880153 3.022125 1.362 1.207 -1.949
C -4.611494 -1.791726 2.735130 -1.211 1.146 -0.855
H -0.580115 -2.778371 2.643064 -0.182 -0.545 0.302
H -1.553617 -3.404112 1.400654 -0.482 -0.419 -1.589
H -2.322275 -5.178042 3.120715 -1.284 -1.033 -0.321
H -0.933304 -4.881217 4.019441 0.769 -0.033 0.367
H -0.740715 -5.447569 2.261578 -0.357 -0.299 1.026
H -4.419567 -1.287697 3.678552 0.124 -0.204 -0.005
H -5.631962 -2.181272 2.685065 0.042 0.093 0.235
H -4.579352 -1.018139 1.898481 0.228 -0.862 0.978
O 2.241635 -3.036731 -1.959015 0.063 0.759 0.159
C 1.596796 -4.035745 -2.072348 0.219 -1.657 0.403
O 1.442062 -4.694123 -3.244196 -0.129 0.568 0.555
C 2.026828 -4.086164 -4.397355 0.673 0.168 -1.608
C 1.479563 -4.938892 -5.590782 -1.185 1.862 0.508
C 0.940896 -4.840525 -0.936179 0.942 1.452 -0.399
H 3.139562 -4.148955 -4.378101 -0.645 -0.278 0.319
H 1.843391 -2.978579 -4.451750 -0.408 -1.113 0.059
H 0.384593 -4.675921 -5.774945 1.349 -0.633 0.359
H 1.626251 -5.976590 -5.381955 -0.247 -0.694 0.359
H 1.991356 -4.771114 -6.523230 0.369 0.484 -0.263
H 0.013572 -5.150693 -1.315883 -1.423 -0.669 -0.237
H 0.815651 -4.211843 -0.063901 -0.065 0.197 0.088
H 1.520520 -5.698066 -0.637089 0.363 -0.292 -0.199
```
Positions in Å, forces in eV/Å.

Values from the calculation:
SMILES	CCOC(C)=O.CCOC(C)=O.CCOC(C)=O.CCOC(C)=O.CCOC(C)=O.CCOC(C)=O.O=C1OCCO1.O=C1OCCO1.O=C1OCCO1.CN(C)C=O.CN(C)C=O.CN(C)C=O
E_tot	-3619.0252	Eh
strongest force on any atom	2.8	eV/Å
net charge	0


2.
Molecular formula: C22H18N4O6Ti
Method: DFT, the ωB97M-V functional and the def2-TZVPD basis

```
51
Properties=species:S:1:pos:R:3:forces:R:3
Ti 0.302968 0.028075 0.238437 1.161 -0.807 0.490
O 0.604983 4.039277 -0.590227 -0.154 -0.331 0.049
C 0.285870 2.870428 -0.390197 0.190 0.668 -0.148
O 1.044272 1.903033 -0.036288 -0.085 -0.067 -0.063
C -1.164817 2.457827 -0.570547 -0.409 -0.294 -0.029
C -2.206923 3.241572 -1.037243 -0.150 -0.159 0.031
C -3.456486 2.639410 -1.193769 0.227 -0.111 0.090
C -3.638083 1.287779 -0.899701 0.047 0.174 -0.027
C -2.549042 0.571844 -0.435358 0.319 0.357 0.010
N -1.376567 1.180183 -0.272068 -0.482 0.290 -0.179
C -2.476477 -0.921799 -0.141726 -0.247 -0.156 -0.024
O -3.486877 -1.605043 -0.294621 0.059 0.080 0.007
O -1.312109 -1.303921 0.208781 -0.115 0.094 -0.135
H -2.022402 4.278043 -1.279936 0.003 0.006 -0.005
H -4.289684 3.223514 -1.565651 -0.012 0.009 -0.006
H -4.582866 0.781560 -1.036285 -0.011 -0.003 -0.004
C 4.822342 -3.062420 -1.024253 0.095 -0.062 -0.063
C 4.296405 -3.623407 0.132637 0.096 -0.078 -0.060
C 3.291851 -2.993309 0.837943 -0.292 0.280 0.071
C 2.758182 -1.765825 0.392381 0.467 -0.172 -0.319
C 3.325302 -1.191135 -0.760935 -0.174 -0.021 0.196
C 4.327927 -1.838530 -1.456571 0.068 -0.009 -0.076
N 1.726091 -1.118293 1.052821 -0.415 0.246 -0.023
N 1.655782 -1.465029 2.380425 -0.048 -0.098 0.328
C 0.730314 -0.720895 2.990592 0.122 0.008 0.071
C 0.538608 -0.831576 4.399240 0.082 -0.191 0.068
C -0.335590 -0.009132 5.058331 0.111 -0.156 0.107
C -1.071704 0.961554 4.363021 -0.137 0.216 -0.242
C -0.908024 1.058495 2.987330 -0.157 0.143 0.196
C -0.032585 0.246805 2.265011 -0.006 -0.007 -0.366
H 5.606948 -3.567590 -1.576095 0.004 0.003 -0.002
H 4.672030 -4.577678 0.488353 0.006 0.001 -0.005
H 2.879865 -3.422540 1.738777 -0.017 0.013 0.009
H 2.972867 -0.225209 -1.097412 -0.024 -0.006 -0.002
H 4.736630 -1.370633 -2.345751 0.006 -0.005 -0.006
H 1.113044 -1.581351 4.935481 -0.011 0.008 0.008
H -0.459606 -0.109980 6.133607 0.010 -0.008 0.002
H -1.758079 1.614085 4.893084 -0.009 0.008 -0.024
H -1.497375 1.803029 2.451054 -0.020 0.013 0.037
N 0.287020 -3.542610 -1.712734 -0.019 0.008 0.072
C 0.186686 -3.028631 -3.069729 -0.066 0.057 -0.158
C -0.685273 -1.782044 -3.291572 -0.027 0.283 0.253
C -0.137169 -0.439135 -2.750497 0.189 -0.662 -0.880
O -0.382221 0.600800 -3.354149 -0.181 0.009 0.208
O 0.605463 -0.545653 -1.707031 -0.033 0.291 0.392
H 0.851614 -2.899715 -1.167642 -0.002 -0.014 0.047
H -0.627915 -3.515289 -1.270584 0.037 0.027 0.014
H -0.222728 -3.828925 -3.702791 0.026 0.080 -0.003
H 1.202216 -2.839320 -3.434101 -0.047 0.016 0.037
H -1.648566 -1.936759 -2.790229 -0.025 -0.046 0.003
H -0.904911 -1.656737 -4.356111 0.051 0.074 0.051
```
Positions in Å, forces in eV/Å.

Values from the calculation:
E_tot	-2369.3012	Eh
strongest force on any atom	1.5	eV/Å
energy above the lowest of the compared OMol25 structures with the same formula, charge and spin	0.000	eV
net charge	-2


3.
Molecular formula: C30H32AsBrCoN2O2
Method: DFT, the ωB97M-V functional and the def2-TZVPD basis

```
69
Properties=species:S:1:pos:R:3:forces:R:3
Co 1.027399 0.325770 2.001799 -0.340 1.226 1.375
C 0.995687 1.674189 4.048655 -0.253 0.263 0.017
C -0.113372 0.848107 3.999235 -0.250 0.088 -0.074
C 0.349961 -0.504925 3.905085 -0.041 -0.509 -0.085
C 1.753239 -0.484819 3.982054 0.396 -0.175 -0.521
C 2.156983 0.866337 3.989922 0.211 -0.405 -0.213
H 0.991130 2.753026 4.046703 -0.054 -0.012 -0.029
H -1.148389 1.155483 3.990363 0.015 0.049 0.061
H -0.253328 -1.398902 3.912335 -0.069 0.021 0.037
H 2.399320 -1.344317 3.889494 0.025 0.019 0.175
H 3.173661 1.225925 4.014033 0.013 -0.021 0.059
O 0.571652 2.475405 -1.272784 -0.048 -0.095 0.585
C 1.741823 3.141875 -1.452184 0.176 0.100 0.099
C 1.979443 3.752154 -2.682311 -0.079 -0.028 0.035
C 3.152435 4.449974 -2.898267 0.024 0.001 -0.020
C 4.103172 4.550461 -1.889595 0.049 0.030 -0.007
C 3.868129 3.932544 -0.674365 -0.031 -0.046 -0.009
C 2.704338 3.210213 -0.434092 -0.136 -0.067 -0.056
C 2.536689 2.519797 0.920745 0.138 -0.068 -0.009
O 1.251675 2.096532 1.179222 0.047 0.043 -0.694
N 3.535474 1.401198 1.065642 -0.065 0.145 0.068
N 3.087592 0.124886 0.867964 0.061 -0.201 -0.019
C 2.348440 -0.087552 -0.158502 0.255 0.410 -0.085
C 1.916888 -1.410875 -0.568844 -0.110 -0.278 -0.721
Br 1.734790 -2.714576 0.765611 0.049 -0.323 0.231
C 1.609652 -1.624214 -1.855890 0.037 0.077 0.363
C 1.110276 -2.822247 -2.536382 -0.112 -0.139 -0.131
C 0.133380 -2.638247 -3.522584 0.088 -0.025 0.103
C -0.406027 -3.718519 -4.198676 -0.008 -0.016 -0.017
C 0.042578 -5.002755 -3.920884 -0.037 -0.001 -0.035
C 1.034615 -5.195047 -2.972107 0.036 -0.018 0.030
C 1.567258 -4.116796 -2.281618 -0.054 0.104 -0.030
H 0.572218 2.278299 -0.277181 0.096 -0.005 -0.353
H 1.218235 3.674683 -3.448692 0.008 0.003 0.006
H 3.324146 4.923577 -3.856830 -0.002 0.001 0.009
H 5.018563 5.104252 -2.050786 -0.006 -0.003 -0.006
H 4.610404 3.996427 0.114572 -0.007 -0.010 -0.007
H 2.889506 3.224239 1.693152 -0.066 0.041 -0.030
H 3.941756 1.432408 1.989362 -0.030 -0.090 -0.048
H 2.119710 0.692575 -0.881684 0.041 0.015 0.021
H 1.665862 -0.737034 -2.481242 0.037 0.026 -0.007
H -0.206275 -1.633292 -3.744349 -0.011 0.002 -0.015
H -1.169539 -3.558790 -4.949044 0.003 0.001 0.002
H -0.370691 -5.849902 -4.453042 0.001 0.007 0.001
H 1.403303 -6.192917 -2.771170 0.000 0.013 0.006
H 2.355110 -4.278655 -1.562055 0.025 0.009 0.056
C -2.036283 1.792065 0.970744 -0.010 -0.062 -0.009
As -1.066865 0.113248 0.928709 -0.053 -0.283 -0.117
C -1.322191 -0.387011 -0.932231 -0.027 0.065 0.088
C -2.285179 -1.146558 1.838616 0.035 0.051 -0.076
C -3.667512 -1.169439 1.268744 -0.044 0.008 -0.010
C -3.995952 -2.027494 0.220318 0.005 0.002 0.036
C -5.268390 -2.020288 -0.329993 -0.010 -0.011 -0.021
C -6.235713 -1.153280 0.158126 -0.017 -0.008 -0.013
C -5.923197 -0.299241 1.205283 0.007 0.021 0.027
C -4.649727 -0.308388 1.755811 -0.003 -0.034 -0.021
H -3.086555 1.625410 0.730991 0.044 0.008 -0.017
H -1.589878 2.450544 0.227988 -0.013 0.037 0.001
H -1.938103 2.249519 1.952531 0.009 0.012 0.001
H -2.377038 -0.314691 -1.193268 -0.012 0.036 0.027
H -0.977600 -1.406205 -1.091429 0.014 -0.022 -0.003
H -0.740663 0.301301 -1.544804 0.015 -0.010 -0.005
H -2.296531 -0.868644 2.892397 0.014 0.033 -0.011
H -1.801073 -2.121513 1.757857 0.011 0.002 0.000
H -3.246953 -2.711435 -0.163219 0.000 0.004 0.004
H -5.506219 -2.696730 -1.141274 0.002 0.004 0.007
H -7.229444 -1.148494 -0.270549 0.008 0.000 0.002
H -6.674053 0.374228 1.598841 0.007 -0.005 -0.003
H -4.413741 0.357158 2.579027 -0.004 -0.008 -0.003
```
Positions in Å, forces in eV/Å.

Values from the calculation:
E_tot	-7614.8444	Eh
strongest force on any atom	1.9	eV/Å
energy above the lowest of the compared OMol25 structures with the same formula, charge and spin	0.480	eV
spin multiplicity	2
net charge	0